[1]
86
Properties=species:S:1:pos:R:3:forces:R:3:mulliken_spin:R:1 method="wB97M-V/def2-TZVPD" homo_lumo_gap_ev="9.27 / 9.13" spin_multiplicity=3 max_force_ev_per_a=3.5 molar_mass_da=527.69
C 1.819 0.991 8.824 -0.310 0.233 -0.611 0.00
O 3.193 0.713 9.137 -0.543 1.188 -0.005 0.00
C 3.986 1.863 8.836 1.019 0.005 -0.348 0.00
C 4.002 2.258 7.306 0.274 -0.734 0.334 0.00
O 3.294 3.488 7.049 0.908 0.143 -0.121 0.00
C 3.477 3.918 5.696 0.144 -1.661 -0.836 0.00
P 3.900 5.732 5.528 -1.519 1.207 0.420 0.00
O 2.717 6.657 5.510 1.105 -0.877 -0.041 0.00
C 2.245 3.457 4.852 -2.155 -0.749 -0.493 0.00
C 1.140 2.747 5.506 -0.309 0.350 -2.471 0.00
C 0.032 2.299 4.656 2.590 1.260 -0.217 0.00
C 0.128 2.600 3.239 -1.052 -0.671 0.914 0.00
N 1.117 3.279 2.604 0.218 -0.500 2.436 0.00
C 2.128 3.670 3.418 0.678 0.177 1.194 0.00
H 1.612 2.096 8.932 0.060 -1.087 0.024 0.00
H 1.111 0.409 9.467 0.889 0.406 -0.437 0.00
H 1.647 0.712 7.747 -0.107 0.234 0.951 0.00
H 5.039 1.579 9.119 -1.066 0.178 -0.274 0.00
H 3.732 2.763 9.458 -0.144 -0.727 -0.516 0.00
H 5.090 2.331 7.012 -1.076 0.233 0.072 0.00
H 3.540 1.430 6.694 0.467 0.679 0.580 0.00
H 4.368 3.343 5.290 -0.683 0.768 0.189 0.00
H 4.794 6.016 6.619 -0.149 -0.500 -0.550 0.00
H 4.719 5.857 4.351 -0.197 -0.437 0.542 0.00
H 1.118 2.546 6.594 0.172 0.310 -0.933 0.00
H -0.813 1.729 5.104 0.746 0.605 -0.666 0.00
H -0.713 2.228 2.598 0.932 0.443 0.496 0.00
H 2.973 4.223 2.929 -0.907 -0.534 0.313 0.00
C -0.629 -2.331 -1.063 -0.270 -0.100 -0.187 0.07
C -0.917 -1.724 0.328 1.593 -0.985 -1.223 0.00
C -1.212 -2.856 1.324 -0.448 0.007 0.225 0.02
C -2.567 -3.513 1.084 -0.005 -0.017 -0.051 -0.02
C -3.680 -2.471 1.079 0.417 -0.142 0.387 0.02
C -3.420 -1.275 0.145 -1.621 -0.323 -1.544 0.03
N -2.033 -0.734 0.248 -0.220 0.138 3.531 0.28
O -1.974 0.026 1.333 0.093 0.005 -1.307 0.61
C -3.707 -1.673 -1.320 0.136 -0.309 -0.201 0.03
C -4.493 -0.209 0.445 0.454 0.405 0.433 0.00
C 0.420 -1.061 0.715 -0.330 0.554 0.404 -0.01
H 0.342 -2.830 -1.077 -0.010 0.132 0.183 0.00
H -1.343 -3.094 -1.366 -0.057 0.110 -0.033 0.00
H -0.604 -1.558 -1.834 -0.060 -0.062 0.036 -0.03
H -1.186 -2.468 2.349 -0.014 0.158 -0.090 0.01
H -0.428 -3.617 1.268 0.090 0.191 -0.154 0.00
H -2.566 -4.073 0.144 0.043 0.045 0.000 0.00
H -2.759 -4.246 1.872 -0.017 0.017 -0.058 0.00
H -4.622 -2.956 0.808 -0.012 0.225 -0.132 0.00
H -3.807 -2.110 2.107 0.054 0.157 -0.095 0.00
H -3.417 -0.874 -2.005 0.084 -0.038 0.077 -0.02
H -4.774 -1.854 -1.471 0.034 0.086 0.201 0.00
H -3.212 -2.590 -1.632 0.104 0.082 0.001 0.00
H -4.507 0.085 1.496 0.194 0.042 -0.094 0.00
H -5.490 -0.594 0.221 0.200 -0.202 -0.115 0.00
H -4.343 0.689 -0.160 0.062 -0.057 0.048 0.00
H 0.673 -0.256 0.020 -0.066 -0.011 0.044 0.00
H 1.232 -1.791 0.686 -0.232 -0.129 -0.147 0.00
H 0.412 -0.652 1.726 -0.165 0.080 -0.108 0.00
C -1.435 0.776 -6.509 -0.046 -0.087 -0.371 0.01
C -0.519 0.055 -5.494 -0.882 1.912 -0.459 0.03
C 0.950 0.323 -5.855 0.279 -0.367 -0.125 0.02
C 1.391 -0.415 -7.114 -0.043 0.002 -0.038 -0.02
C 1.112 -1.910 -6.990 0.305 0.383 0.327 0.01
C -0.329 -2.249 -6.570 -0.734 -0.999 -1.875 0.02
N -0.834 -1.405 -5.447 2.888 -0.648 1.870 0.33
O -0.330 -1.888 -4.320 -1.126 0.251 -0.716 0.60
C -1.280 -2.114 -7.781 -0.053 0.306 -0.235 0.01
C -0.376 -3.756 -6.243 0.050 0.108 0.741 -0.01
C -0.838 0.759 -4.160 0.126 -0.617 0.402 -0.03
H -1.411 1.856 -6.352 0.091 -0.105 0.181 0.00
H -1.138 0.634 -7.547 -0.045 -0.110 0.034 0.00
H -2.473 0.455 -6.401 0.076 -0.053 0.011 -0.01
H 1.600 0.023 -5.026 -0.166 -0.084 0.054 0.00
H 1.110 1.396 -5.992 -0.236 -0.015 0.093 0.00
H 0.893 -0.008 -7.999 -0.027 0.011 0.047 0.00
H 2.461 -0.258 -7.270 -0.057 -0.013 -0.027 0.00
H 1.347 -2.397 -7.940 -0.220 -0.118 0.073 0.00
H 1.813 -2.322 -6.255 -0.172 -0.030 0.079 0.00
H -2.321 -2.238 -7.474 0.068 0.061 0.059 -0.01
H -1.071 -2.885 -8.526 0.112 -0.033 0.181 0.00
H -1.188 -1.168 -8.309 -0.042 0.036 0.097 0.00
H 0.352 -4.040 -5.482 -0.143 0.152 0.075 0.00
H -0.140 -4.349 -7.130 -0.039 0.289 -0.094 0.00
H -1.368 -4.058 -5.899 0.054 0.077 0.018 0.00
H -1.881 0.602 -3.874 0.052 -0.048 -0.018 0.01
H -0.678 1.836 -4.247 -0.002 -0.108 -0.265 0.00
H -0.203 0.420 -3.340 -0.081 -0.153 -0.098 0.00

[2]
104
Properties=species:S:1:pos:R:3:forces:R:3:lowdin_charge:R:1 method="wB97M-V/def2-TZVPD" homo_lumo_gap_ev=5.80 max_force_ev_per_a=6.7 molar_mass_da=2213.66 total_charge=-1
C 4.215 -5.037 0.980 0.136 -2.411 0.417 0.11
C 4.237 -3.909 0.670 -0.408 2.692 -0.147 -0.15
C 3.900 -2.511 0.497 0.022 -0.079 -0.622 -0.20
C 2.391 -2.309 0.410 0.068 -0.137 0.344 -0.22
C 1.622 -2.940 1.555 -0.696 0.395 -0.298 -0.24
S -0.022 -3.365 0.970 0.055 0.765 -2.631 0.36
O 0.133 -4.671 0.296 0.998 0.688 1.435 -0.53
O -0.954 -3.418 2.044 -0.802 0.152 2.197 -0.39
O -0.431 -2.276 -0.044 3.051 -1.492 5.725 -0.85
H 4.072 -6.036 1.222 0.108 -1.066 0.219 0.02
H 4.324 -1.931 1.297 0.344 0.355 0.339 0.11
H 4.316 -2.208 -0.451 0.368 0.582 -0.262 0.11
H 2.146 -1.260 0.417 0.142 0.525 -0.118 0.11
H 2.049 -2.665 -0.548 -0.225 -0.426 -0.295 0.11
H 2.076 -3.825 1.964 0.074 -0.495 -0.054 0.08
H 1.491 -2.245 2.368 -0.067 0.367 0.351 0.08
Br -1.275 -3.797 -1.459 -2.479 -1.745 -5.162 0.91
C -1.942 -3.884 -3.335 -0.265 -0.540 0.879 -0.64
C -0.940 -4.549 -4.238 -0.201 0.376 -0.189 -0.76
Br 0.546 -3.355 -4.678 0.037 -0.051 0.022 0.56
H -2.180 -2.870 -3.638 0.041 0.023 -0.148 -0.03
H -2.862 -4.474 -3.296 0.044 -0.021 -0.246 0.04
H -1.386 -4.802 -5.198 0.104 0.054 -0.067 0.01
H -0.505 -5.438 -3.801 0.120 0.041 0.085 -0.02
Br 0.388 -4.182 5.225 0.030 -0.059 -0.061 0.65
C 1.149 -3.303 6.781 -0.293 -0.102 -0.215 -0.70
C 1.617 -1.918 6.427 0.251 0.160 0.243 -0.72
Br 3.304 -1.948 5.458 -0.058 -0.011 -0.095 0.59
H 1.940 -3.940 7.163 0.087 0.067 0.014 0.05
H 0.342 -3.256 7.509 0.021 0.088 0.041 0.05
H 1.822 -1.338 7.326 -0.007 -0.034 0.030 -0.01
H 0.906 -1.381 5.806 -0.024 -0.065 -0.055 0.00
Br -1.942 2.400 -3.495 -0.051 0.100 0.026 0.63
C -1.190 2.030 -1.735 0.286 0.326 -0.050 -0.71
C -0.209 0.898 -1.775 -0.345 -0.553 -0.007 -0.67
Br -1.106 -0.822 -1.876 -0.338 1.723 -1.509 0.82
H -2.023 1.837 -1.071 -0.065 -0.093 -0.048 -0.02
H -0.701 2.955 -1.441 -0.055 -0.010 -0.055 -0.04
H 0.365 0.861 -0.849 -0.019 0.094 0.016 0.06
H 0.471 0.958 -2.616 -0.001 0.121 -0.036 0.00
Br 3.896 0.470 8.594 -0.050 -0.001 -0.024 0.63
C 2.723 2.011 8.416 0.269 -0.076 0.060 -0.69
C 1.688 2.049 9.508 -0.259 0.070 -0.147 -0.68
Br 0.264 0.759 9.191 0.032 -0.046 0.081 0.61
H 2.288 1.962 7.423 -0.084 -0.012 0.013 0.01
H 3.377 2.877 8.481 -0.032 0.047 0.039 0.06
H 1.195 3.017 9.532 0.011 0.026 -0.050 0.06
H 2.099 1.829 10.487 0.061 -0.039 0.004 0.05
Br 0.094 5.198 -0.261 0.172 0.195 0.093 0.70
C -1.439 6.054 0.568 0.070 -0.255 0.073 -0.68
C -2.654 5.964 -0.313 0.005 0.299 -0.076 -0.75
Br -2.562 7.241 -1.780 -0.002 -0.061 -0.034 0.61
H -1.150 7.074 0.793 -0.033 0.053 -0.048 0.05
H -1.601 5.511 1.497 -0.041 -0.053 -0.016 0.05
H -3.548 6.233 0.241 0.004 0.007 0.066 0.01
H -2.789 4.984 -0.756 0.045 -0.051 0.018 0.02
Br -3.046 -0.746 -5.726 0.029 0.056 -0.061 0.62
C -4.545 0.130 -4.861 0.133 -0.314 -0.021 -0.71
C -5.793 0.054 -5.697 -0.110 0.217 0.052 -0.70
Br -5.747 1.319 -7.179 -0.008 -0.063 -0.041 0.58
H -4.235 1.146 -4.650 -0.042 0.052 0.017 -0.01
H -4.682 -0.405 -3.923 -0.036 0.012 0.024 0.06
H -6.663 0.337 -5.110 0.011 0.019 0.036 0.05
H -5.954 -0.928 -6.128 0.058 -0.041 -0.015 0.05
Br 4.819 3.940 0.064 0.033 -0.052 -0.044 0.61
C 4.685 4.511 -1.791 -0.007 0.157 0.266 -0.70
C 3.311 4.258 -2.348 -0.001 -0.181 -0.307 -0.68
Br 3.045 2.375 -2.767 0.024 0.073 0.038 0.68
H 5.464 3.994 -2.338 -0.024 -0.044 -0.060 0.05
H 4.899 5.577 -1.778 -0.041 0.028 -0.040 0.06
H 3.180 4.782 -3.292 0.043 0.055 0.005 0.05
H 2.518 4.542 -1.665 0.051 0.037 0.050 -0.01
Br -3.190 2.266 1.473 -0.022 0.150 -0.021 0.72
C -4.727 3.164 2.260 0.178 -0.275 -0.048 -0.67
C -5.919 3.132 1.340 -0.161 0.258 -0.001 -0.68
Br -5.773 4.424 -0.111 -0.073 -0.170 0.014 0.67
H -4.413 4.170 2.515 -0.074 0.065 -0.031 0.05
H -4.940 2.611 3.172 -0.083 -0.004 -0.001 0.06
H -6.821 3.418 1.875 0.012 -0.018 0.062 0.06
H -6.066 2.161 0.880 0.063 -0.050 0.005 0.05
Br -1.986 -7.564 -4.977 -0.110 -0.288 -0.167 0.70
C -0.983 -9.155 -4.492 -0.278 0.067 0.133 -0.69
C 0.031 -8.851 -3.422 0.282 -0.073 -0.068 -0.69
Br 1.577 -7.925 -4.154 -0.060 0.063 0.029 0.62
H -0.538 -9.540 -5.402 0.089 0.010 -0.001 0.04
H -1.724 -9.862 -4.126 0.023 -0.018 0.061 0.05
H 0.424 -9.771 -2.996 -0.041 -0.042 -0.009 0.05
H -0.364 -8.226 -2.628 -0.053 0.033 -0.016 0.06
Br 6.307 2.526 -6.890 -0.003 0.042 0.077 0.60
C 4.450 3.063 -6.665 0.163 -0.172 -0.234 -0.70
C 4.174 4.388 -7.318 -0.157 0.151 0.153 -0.69
Br 4.870 5.865 -6.253 0.038 -0.002 -0.039 0.59
H 4.250 3.072 -5.602 -0.058 -0.016 0.138 0.01
H 3.867 2.275 -7.136 -0.057 0.024 -0.014 0.06
H 3.104 4.564 -7.383 -0.028 -0.040 0.029 0.06
H 4.615 4.475 -8.304 0.059 -0.030 -0.014 0.05
Br -1.350 -0.635 4.098 0.001 -0.084 -0.019 0.70
C -1.983 0.621 5.438 0.025 -0.256 -0.344 -0.69
C -1.738 2.049 5.027 0.003 0.152 0.320 -0.70
Br 0.132 2.550 5.254 0.009 0.020 -0.099 0.61
H -1.492 0.363 6.371 0.002 0.120 0.070 0.02
H -3.050 0.429 5.526 -0.033 0.093 0.027 0.05
H -2.294 2.733 5.667 0.011 -0.014 0.043 0.05
H -1.989 2.243 3.989 0.064 -0.114 0.001 -0.03

Calculated electronic energy (eV), listed in the same order as above: -52800.522 -1586737.863